Computed, not measured: C15H33As3BF4IrS2 as an isolated structure, with ωB97M-V/def2-TZVPD.

```
59
Properties=species:S:1:pos:R:3
Ir 1.969 -0.351 -0.409
C 3.928 -0.209 3.766
C 3.666 -0.278 2.286
S 1.989 -0.175 1.830
C 4.620 -0.395 1.343
C 6.091 -0.460 1.648
S 4.180 -0.456 -0.350
H 2.997 -0.092 4.320
H 4.572 0.636 4.015
H 4.416 -1.118 4.124
H 6.263 -0.665 2.704
H 6.589 0.482 1.405
H 6.579 -1.243 1.068
C -0.278 -3.051 -1.802
As 0.251 -2.007 -0.259
C 0.826 -3.418 0.932
C -1.422 -1.471 0.600
C -2.195 -0.278 0.001
C -2.396 -0.475 -1.500
C -1.463 1.040 0.293
As 0.260 1.317 -0.582
C -0.161 1.988 -2.346
C 0.842 2.942 0.293
C -3.564 -0.276 0.714
As -4.954 1.146 0.638
C -4.117 2.533 1.758
C -4.734 2.042 -1.098
H -0.411 -2.422 -2.672
H -1.199 -3.577 -1.545
H 0.518 -3.762 -2.006
H 0.028 -4.158 1.002
H 1.049 -2.996 1.909
H 1.723 -3.879 0.523
H -1.157 -1.260 1.641
H -2.064 -2.357 0.602
H -1.458 -0.548 -2.051
H -2.957 0.351 -1.934
H -2.957 -1.393 -1.691
H -1.275 1.150 1.365
H -2.086 1.880 -0.013
H -0.954 2.729 -2.238
H -0.458 1.180 -3.007
H 0.734 2.451 -2.754
H 0.053 3.691 0.208
H 1.745 3.302 -0.195
H 1.057 2.726 1.337
H -3.403 -0.362 1.795
H -4.091 -1.189 0.425
H -3.695 2.070 2.651
H -4.896 3.226 2.072
H -3.337 3.092 1.244
H -5.025 1.376 -1.909
H -3.726 2.414 -1.277
H -5.421 2.888 -1.094
F 0.385 -0.842 -3.713
B 1.784 -0.895 -3.598
F 2.404 -0.674 -4.797
F 2.180 -2.099 -3.003
F 2.160 0.178 -2.671
```

Summary:
HOMO = -7.7 eV
ΔE to the lowest compared entry with this formula, charge and spin = 0.2215 eV
maximum force = 0.87 eV/A
E = -8623.9626 a.u.

=====

Computed, not measured: C15H33BaN4O9 as an isolated structure at a distorted geometry, with ωB97M-V/def2-TZVPD.

```
62
Properties=species:S:1:pos:R:3
Ba -3.035 0.297 1.165
C 0.648 -4.299 -2.100
C 1.936 -3.380 -1.882
C 2.997 -3.964 -2.923
C 4.224 -3.071 -3.139
C 3.864 -1.610 -3.427
C 2.861 -1.003 -2.396
N 1.687 -1.954 -2.198
O 0.621 -1.323 -1.404
C 2.462 0.395 -2.933
C 3.615 -0.732 -1.039
C 2.478 -3.637 -0.474
H 0.914 -5.336 -1.892
H 0.093 -4.220 -3.035
H -0.077 -4.016 -1.337
H 2.473 -4.166 -3.857
H 3.373 -4.920 -2.558
H 4.789 -3.434 -3.997
H 4.910 -3.196 -2.301
H 3.382 -1.571 -4.404
H 4.780 -1.025 -3.505
H 3.273 1.123 -2.912
H 1.564 0.800 -2.466
H 2.096 0.360 -3.959
H 4.385 -1.486 -0.876
H 2.986 -0.820 -0.153
H 4.051 0.250 -0.851
H 2.037 -2.903 0.200
H 3.557 -3.565 -0.341
H 2.207 -4.645 -0.159
N -4.941 -3.471 -2.242
O -4.432 -2.842 -1.322
O -4.488 -3.350 -3.384
O -5.875 -4.224 -1.956
N -3.392 1.417 6.432
O -3.214 2.572 6.803
O -3.496 1.206 5.237
O -3.470 0.539 7.336
C -5.518 3.286 0.814
O -4.201 3.176 1.332
C -3.585 4.457 1.205
C -2.122 4.435 1.712
N -1.383 3.409 0.934
C 0.013 3.391 1.278
C 0.306 2.774 2.690
O -0.036 1.438 2.709
C 0.710 0.724 3.624
H -5.661 2.877 -0.186
H -5.901 4.302 0.713
H -6.206 2.716 1.439
H -4.211 5.132 1.787
H -3.561 4.854 0.190
H -2.162 4.247 2.785
H -1.761 5.431 1.458
H -1.488 3.737 -0.015
H 0.363 4.423 1.296
H 0.576 2.816 0.542
H -0.185 3.308 3.504
H 1.382 2.926 2.775
H 0.517 -0.340 3.487
H 0.481 0.918 4.672
H 1.792 0.764 3.503
```

Summary:
charge = -1
HOMO = -2.8 eV
maximum force = 3.45 eV/A
E = -1512.5974 a.u.

=====

Computed, not measured: C15H33BeClF2GaLiNNaO10S2 as an isolated structure at a distorted geometry, with ωB97M-V/def2-TZVPD.

```
68
Properties=species:S:1:pos:R:3
C 3.162 1.747 -2.750
O 2.122 2.647 -2.734
C 0.875 2.019 -2.523
Ga -0.470 3.309 -1.694
S -2.565 2.817 -2.760
C -2.873 1.040 -2.583
O -3.609 3.451 -2.021
O -2.538 3.161 -4.151
H 4.094 2.287 -2.885
H 3.054 1.005 -3.569
H 3.210 1.195 -1.816
H 0.977 1.154 -1.870
H 0.525 1.619 -3.478
H -0.100 4.829 -1.758
H -0.743 2.953 -0.162
H -2.521 0.529 -3.459
H -2.395 0.706 -1.680
H -3.943 0.961 -2.495
O 5.534 4.041 -2.552
H 5.418 4.414 -3.449
H 4.927 4.576 -2.030
Na 3.966 1.158 -5.129
C -3.106 -4.064 2.005
C -2.018 -4.696 1.168
O -2.407 -4.810 -0.221
C -2.360 -3.721 -0.961
O -1.953 -2.604 -0.555
O -2.783 -3.976 -2.146
C -2.852 -2.860 -3.073
H -4.042 -4.604 1.876
H -2.836 -4.075 3.057
H -3.285 -3.033 1.712
H -1.824 -5.713 1.494
H -1.074 -4.142 1.258
H -1.894 -2.334 -3.105
H -3.650 -2.186 -2.775
H -3.094 -3.299 -4.096
F 3.951 4.236 -4.299
O 7.635 2.546 3.015
S 6.216 2.701 3.010
O 5.369 1.590 3.306
O 5.775 3.342 1.629
C 6.170 2.666 0.408
C 5.384 1.395 0.187
C 5.759 4.055 4.032
H 7.242 2.468 0.416
H 5.979 3.371 -0.395
H 5.606 0.647 0.942
H 5.659 0.956 -0.838
H 4.306 1.581 0.214
H 6.384 4.909 3.789
H 5.923 3.742 5.060
H 4.708 4.277 3.869
Be -0.033 -3.138 -0.582
Cl 7.141 -0.210 -1.406
F -4.000 -4.158 -4.973
Li 1.996 -3.781 -2.069
N -5.250 -2.899 3.723
C -5.942 -1.851 3.287
C -7.232 -1.552 3.699
C -7.839 -2.393 4.616
C -7.134 -3.490 5.081
C -5.848 -3.695 4.605
H -5.432 -1.219 2.567
H -7.744 -0.684 3.310
H -8.844 -2.196 4.963
H -7.569 -4.173 5.797
H -5.261 -4.542 4.946
```

Summary:
HOMO = -8.0 eV
maximum force = 2.29 eV/A
E = -4963.6207 a.u.